C5H15N3OS | ωB97M-V/def2-TZVPD

```
25
Properties=species:S:1:pos:R:3:forces:R:3
C -0.642 -2.136 -2.094 0.1 0.0 0.3
C -0.682 1.506 3.106 -0.1 0.2 0.2
C -2.030 1.405 1.206 -0.3 0.2 0.0
C 0.300 -1.770 -0.954 0.0 0.1 -0.4
C 1.424 -0.840 -1.424 -0.4 -0.2 0.1
N 1.795 1.796 0.541 -0.3 -0.5 0.5
N 2.411 -0.551 -0.410 0.4 0.4 0.6
N -0.974 0.923 2.040 0.0 -0.5 -0.1
O 2.875 0.049 1.967 0.8 -0.2 0.8
S 1.771 0.166 1.043 0.0 0.7 -1.7
H -1.070 -1.241 -2.539 -0.1 0.1 -0.1
H -0.110 -2.682 -2.868 0.0 -0.1 -0.1
H -1.455 -2.759 -1.728 -0.1 -0.1 -0.1
H 0.126 1.106 3.700 0.2 0.0 0.2
H -1.191 2.401 3.481 -0.1 0.0 -0.1
H 2.698 2.129 0.237 0.3 -0.2 -0.1
H -2.522 2.310 1.587 0.0 0.0 0.0
H -1.616 1.605 0.218 -0.1 0.1 -0.1
H -2.767 0.608 1.099 -0.1 0.1 -0.1
H 0.744 -2.679 -0.542 0.0 0.0 0.1
H -0.254 -1.277 -0.152 0.0 -0.1 0.1
H 1.933 -1.279 -2.287 0.0 0.1 0.0
H 1.000 0.118 -1.744 0.0 -0.1 -0.2
H 1.071 2.044 -0.114 -0.3 0.0 -0.1
H 2.945 -1.369 -0.143 0.0 -0.1 0.2
```
Positions in Å, forces in eV/Å.

Computed properties:
F_max (eV Å⁻¹): 1.81
Gap between HOMO and LUMO (eV): 9.3
Spin multiplicity: 1